#A
28
Properties=species:S:1:pos:R:3 method="wB97M-V/def2-TZVPD" smiles="CC[C@H]1C(=O)N[C@H](C)[C@]1(C)[NH3+]" homo_lumo_gap_ha=0.373 spin_multiplicity=1 e_lumo_ev=-3.40 charge=+1
C -0.047 -0.822 -1.521
C -0.645 0.298 -0.669
C 1.144 -0.889 0.579
C -0.306 -0.073 0.777
C 1.564 -1.802 1.649
C -0.330 1.056 1.793
C -0.456 2.030 -2.629
C -0.175 1.648 -1.234
N 0.888 -1.526 -0.711
N -1.270 -1.175 1.053
O -0.304 -1.054 -2.673
H -1.747 0.232 -0.658
H 1.888 -0.069 0.492
H 2.610 -2.125 1.458
H 0.776 -2.536 1.797
H 1.807 -1.076 2.472
H 0.612 0.855 2.334
H -1.246 0.815 2.339
H -0.487 2.042 1.428
H -0.327 1.267 -3.351
H -0.081 2.945 -3.114
H -1.517 2.422 -2.713
H -0.490 2.399 -0.526
H 0.920 1.770 -0.956
H 1.401 -2.379 -0.978
H -0.835 -1.675 1.913
H -1.206 -1.745 0.212
H -2.140 -0.832 1.435

#B
28
Properties=species:S:1:pos:R:3 method="wB97M-V/def2-TZVPD" smiles="C=CN1CC(C)(C)[N@H+](C)[C@H]1O" homo_lumo_gap_ha=0.360 spin_multiplicity=1 e_lumo_ev=-2.61 charge=+1
C -2.560 -2.448 -0.046
C -2.532 -1.141 0.310
C -1.018 0.804 0.679
C 0.050 -1.323 -0.150
C 0.483 1.108 0.093
C 0.309 1.725 -1.286
C 1.179 1.989 1.099
C 2.301 -0.352 -0.920
N -1.480 -0.329 -0.121
N 1.133 -0.319 -0.033
O -0.053 -2.136 0.918
H -3.507 -2.951 0.028
H -1.822 -2.874 -0.745
H -3.187 -0.677 0.979
H -1.001 0.552 1.712
H -1.489 1.705 0.439
H 0.167 -1.961 -1.103
H 1.295 1.762 -1.750
H 0.013 2.761 -1.161
H -0.442 1.265 -1.857
H 1.625 2.806 0.595
H 1.910 1.482 1.675
H 0.342 2.375 1.745
H 2.098 -0.414 -1.950
H 2.897 0.629 -0.649
H 2.980 -1.038 -0.525
H 1.306 -0.425 1.001
H -0.997 -2.573 1.025

Computed stability ranking, most favorable first: #A, #B

#A
15
Properties=species:S:1:pos:R:3 method="wB97M-V/def2-TZVPD" homo_lumo_gap_ha="0.234 / 0.289" spin_multiplicity=3 e_lumo_ev="-3.70 / -6.34" charge=+1
C -1.605 -0.545 -0.081
C 0.706 -1.559 -0.232
C -0.377 1.147 -0.855
N 1.734 0.725 0.802
N -1.283 0.723 0.038
S 1.386 -0.057 -0.637
H -1.474 -0.932 -1.093
H -2.151 -0.957 0.787
H 0.863 -1.880 0.790
H 0.630 -2.152 -1.042
H -0.384 0.914 -1.913
H -0.197 2.158 -0.662
H 2.286 1.567 0.671
H -1.548 1.256 0.852
H 2.215 0.135 1.498

#B
15
Properties=species:S:1:pos:R:3 method="wB97M-V/def2-TZVPD" homo_lumo_gap_ha="0.279 / 0.243" spin_multiplicity=3 e_lumo_ev="-2.98 / -7.29" charge=+1
C -1.403 0.413 0.127
C 0.484 0.731 0.223
C 1.456 0.465 -0.767
N 2.219 -0.655 -0.789
N -1.539 -0.882 -0.059
S -1.973 1.017 1.710
H -1.558 0.964 -0.736
H 0.372 1.845 0.539
H 0.775 0.148 1.030
H 1.298 1.057 -1.691
H 2.569 -1.004 0.087
H 2.744 -0.981 -1.601
H -1.738 -1.558 0.597
H -2.266 -0.246 2.348
H -1.441 -1.313 -1.019

Computed stability ranking, most favorable first: #B, #A

#A
42
Properties=species:S:1:pos:R:3 method="wB97M-V/def2-TZVPD" smiles="CCCC(=O)Nc1ccc(NC(=O)c2cccc(OC)c2)nc1" homo_lumo_gap_ha=0.323 spin_multiplicity=1 e_lumo_ev=0.60 charge=0
C 6.048 4.430 -1.627
C 6.821 3.126 -1.783
C 6.310 2.054 -0.819
C 4.919 1.589 -1.224
O 4.599 1.412 -2.377
N 4.090 1.374 -0.158
C 2.768 0.924 -0.161
C 2.126 0.738 1.063
N 0.882 0.321 1.178
C 0.190 0.062 0.071
C 0.733 0.212 -1.205
C 2.038 0.648 -1.319
H 2.494 0.776 -2.286
H 0.139 -0.007 -2.075
N -1.103 -0.374 0.325
C -2.100 -0.671 -0.563
O -1.990 -0.565 -1.766
C -3.367 -1.122 0.083
C -4.564 -0.836 -0.570
C -5.761 -1.243 -0.019
C -5.790 -1.952 1.172
C -4.599 -2.262 1.819
C -3.388 -1.839 1.270
H -2.483 -2.124 1.784
O -4.500 -2.964 2.980
C -5.679 -3.444 3.582
H -6.215 -4.133 2.922
H -5.357 -3.979 4.474
H -6.344 -2.624 3.873
H -6.740 -2.262 1.578
H -6.691 -1.015 -0.518
H -4.531 -0.294 -1.502
H -1.307 -0.428 1.315
H 2.639 0.934 1.997
H 4.467 1.541 0.764
H 6.314 2.434 0.205
H 6.966 1.181 -0.865
H 6.705 2.755 -2.802
H 7.883 3.302 -1.598
H 4.993 4.270 -1.839
H 6.143 4.818 -0.614
H 6.425 5.179 -2.318

#B
42
Properties=species:S:1:pos:R:3 method="wB97M-V/def2-TZVPD" smiles="NNC(=O)[C@H](Cc1ccccc1)NC(=O)OCc1ccccc1" homo_lumo_gap_ha=0.351 spin_multiplicity=1 e_lumo_ev=0.67 charge=0
N 2.073 0.674 -1.328
H 2.577 -0.087 -1.785
H 2.758 1.211 -0.794
N 1.174 0.131 -0.387
C 1.444 0.187 0.925
O 2.503 0.593 1.369
C 0.320 -0.321 1.847
N -0.874 0.505 1.767
C -1.703 0.589 0.707
O -1.608 -0.046 -0.322
O -2.678 1.489 0.950
C -3.553 1.743 -0.149
C -2.834 2.331 -1.336
C -1.758 3.188 -1.150
C -1.085 3.712 -2.239
C -1.491 3.395 -3.524
C -2.571 2.550 -3.714
C -3.236 2.015 -2.626
H -4.068 1.343 -2.777
H -2.890 2.297 -4.715
H -0.965 3.803 -4.374
H -0.241 4.367 -2.083
H -1.440 3.437 -0.148
H -4.052 0.812 -0.438
H -4.292 2.443 0.250
H -1.061 1.143 2.523
H 0.709 -0.220 2.864
C 0.015 -1.805 1.569
C 1.296 -2.592 1.552
C 1.947 -2.903 2.739
C 3.149 -3.587 2.725
C 3.716 -3.970 1.522
C 3.073 -3.669 0.334
C 1.871 -2.984 0.350
H 1.369 -2.754 -0.579
H 3.509 -3.968 -0.608
H 4.656 -4.501 1.511
H 3.645 -3.820 3.656
H 1.508 -2.608 3.681
H -0.497 -1.893 0.612
H -0.650 -2.174 2.353
H 0.234 -0.057 -0.730

Computed stability ranking, most favorable first: #A, #B

#A
8
Properties=species:S:1:pos:R:3 method="wB97M-V/def2-TZVPD" homo_lumo_gap_ha=0.359 spin_multiplicity=1 e_lumo_ev=-0.81 charge=0
N 2.221 -0.033 1.110
N -2.838 -0.651 -0.326
O -2.800 -0.113 0.959
O -3.916 -0.603 -0.811
O 4.144 -0.360 -0.631
S 2.731 -0.401 -0.272
H 2.858 0.253 1.732
H -1.837 0.131 1.224

#B
8
Properties=species:S:1:pos:R:3 method="wB97M-V/def2-TZVPD" homo_lumo_gap_ha=0.339 spin_multiplicity=1 e_lumo_ev=-0.81 charge=0
N -0.747 0.740 0.357
N -0.662 -0.007 -0.613
O -1.290 0.289 -1.671
O 0.708 -1.965 0.750
O 2.054 -0.054 0.099
S 1.403 -1.292 -0.314
H -1.283 1.624 0.190
H -0.182 0.665 1.203

Computed stability ranking, most favorable first: #B, #A

#A
13
Properties=species:S:1:pos:R:3 method="wB97M-V/def2-TZVPD" homo_lumo_gap_ha="0.331 / 0.200" spin_multiplicity=2 e_lumo_ev="-5.32 / -8.70" charge=+1
C -1.539 0.318 -1.570
C -0.906 1.251 -0.855
H -1.145 0.029 -2.536
H -2.575 0.084 -1.368
H 0.137 1.473 -1.090
H -1.261 1.918 -0.080
C 1.418 -1.506 0.649
S 0.029 -0.987 1.683
S 0.689 0.905 2.437
H 0.882 -1.734 -0.276
H 2.282 -0.855 0.600
H 1.745 -2.473 1.052
H 0.245 1.577 1.353

#B
13
Properties=species:S:1:pos:R:3 method="wB97M-V/def2-TZVPD" homo_lumo_gap_ha="0.379 / 0.162" spin_multiplicity=2 e_lumo_ev="-3.99 / -9.00" charge=+1
S 2.336 2.066 1.787
S 2.663 0.807 0.200
H 1.084 1.638 1.956
H 2.816 -0.356 0.860
C -0.992 -1.200 -1.357
C -0.811 -0.643 -0.014
C -1.085 0.679 0.287
H -1.695 -2.038 -1.359
H -1.439 -0.482 -2.049
H -0.042 -1.515 -1.807
H -0.531 -1.339 0.774
H -0.736 1.111 1.209
H -1.570 1.270 -0.487

Computed stability ranking, most favorable first: #B, #A

#A
19
Properties=species:S:1:pos:R:3 method="wB97M-V/def2-TZVPD" homo_lumo_gap_ha="0.311 / 0.287" spin_multiplicity=1 e_lumo_ev="0.18 / -0.24" charge=0
C 0.462 1.336 -1.827
C -0.031 0.007 -2.444
C 1.132 -0.758 2.441
C 2.479 -0.900 1.687
C 0.396 0.036 -1.033
C 0.653 -0.195 1.167
C 1.986 -0.439 0.557
C -0.336 -0.111 0.312
C -1.879 -0.122 0.460
H 1.555 1.654 -1.901
H -0.239 2.072 -1.512
H -1.073 -0.062 -2.603
H 0.492 -0.447 -3.187
H 0.558 -1.709 2.607
H 1.002 -0.017 3.283
H 3.480 -1.168 2.056
H -2.319 -1.118 0.451
H -2.356 0.339 -0.335
H -2.126 0.229 1.390

#B
19
Properties=species:S:1:pos:R:3 method="wB97M-V/def2-TZVPD" smiles="C=C=C=C(C)CC#CC" homo_lumo_gap_ha=0.340 spin_multiplicity=1 e_lumo_ev=0.81 charge=0
C 0.465 -0.516 -1.036
C 0.682 -1.456 -0.147
C -0.045 -1.350 1.199
C -0.473 1.579 -2.127
C -0.092 0.579 -1.371
C -0.760 1.118 0.991
C -0.532 -0.003 1.377
C 1.577 -2.639 -0.317
C -1.121 2.521 1.030
H -0.878 -2.062 1.212
H 0.654 -1.619 1.995
H -1.177 2.306 -1.768
H -0.089 1.720 -3.126
H 1.956 -2.702 -1.333
H 1.036 -3.557 -0.079
H 2.421 -2.566 0.370
H -2.162 2.667 0.737
H -0.478 3.081 0.351
H -0.984 2.901 2.042

Computed stability ranking, most favorable first: #B, #A